{
  "formula": "C29H32Cl3KN6O3Sb",
  "method": "ωB97M-V with the def2-TZVPD basis set",
  "homo_energy_ha": [-0.0468, -0.0460],
  "de_lowest_kj_mol": 517.3,
  "energy_ev": -106100.5070,
  "orbital_gap_ev": [2.827, 2.810],
  "charge": -1,
  "species": ["K", "O", "C", "N", "C", "C", "C", "C", "C", "C", "N", "C", "O", "C", "C", "C", "C", "C", "N", "C", "C", "C", "C", "C", "N", "H", "H", "H", "H", "H", "H", "H", "H", "H", "H", "H", "H", "Cl", "C", "C", "C", "Cl", "C", "O", "C", "Cl", "C", "H", "H", "N", "C", "C", "N", "H", "H", "H", "H", "H", "H", "H", "H", "H", "C", "Sb", "C", "C", "H", "H", "H", "H", "H", "H", "H", "H", "H"],
  "xyz": [[-11.91, 1.99, 17.09], [-7.47, 2.49, 15.65], [-8.58, 2.93, 15.99], [-9.87, 2.69, 15.39], [-9.82, 1.96, 14.22], [-8.95, 2.47, 13.24], [-8.90, 1.90, 11.94], [-9.38, 0.57, 11.81], [-10.37, 0.16, 12.67], [-10.80, 0.96, 13.73], [-12.01, 0.80, 14.32], [-12.76, -0.30, 14.24], [-12.33, -1.48, 13.94], [-14.23, -0.22, 14.62], [-14.83, 1.09, 14.71], [-16.18, 1.27, 15.00], [-16.87, 0.16, 15.45], [-16.26, -1.11, 15.42], [-14.96, -1.31, 14.96], [-8.58, 3.74, 17.26], [-7.43, 4.01, 17.98], [-7.49, 4.51, 19.28], [-8.74, 4.59, 19.87], [-9.88, 4.40, 19.06], [-9.77, 4.02, 17.82], [-8.36, 3.34, 13.58], [-8.44, 2.55, 11.07], [-9.01, -0.07, 10.99], [-10.86, -0.81, 12.54], [-14.21, 1.99, 14.40], [-16.62, 2.27, 14.84], [-17.88, 0.23, 15.88], [-16.77, -1.98, 15.88], [-6.46, 3.88, 17.46], [-6.60, 4.75, 19.92], [-8.95, 4.98, 20.86], [-10.82, 4.65, 19.46], [-15.54, 4.39, 23.65], [-14.51, 3.56, 22.51], [-14.77, 3.67, 21.14], [-14.02, 2.96, 20.23], [-14.46, 3.14, 18.52], [-12.91, 2.12, 20.66], [-12.38, 1.24, 19.89], [-12.53, 2.21, 22.05], [-11.10, 1.42, 22.57], [-13.45, 2.70, 22.94], [-15.60, 4.24, 20.72], [-13.32, 2.50, 24.02], [-11.02, -1.26, 19.61], [-9.90, -1.42, 20.62], [-10.38, -2.29, 21.78], [-11.85, -2.21, 21.88], [-11.51, -0.32, 19.66], [-11.65, -2.10, 19.64], [-10.65, -1.32, 18.67], [-9.63, -0.39, 20.95], [-9.02, -1.85, 20.13], [-9.90, -1.87, 22.63], [-10.00, -3.30, 21.69], [-12.13, -1.19, 22.15], [-12.19, -2.74, 22.74], [-12.74, -3.81, 16.23], [-12.95, -3.51, 14.03], [-14.89, -4.36, 13.29], [-11.47, -4.37, 12.77], [-13.53, -4.45, 16.58], [-12.83, -2.78, 16.59], [-11.73, -4.19, 16.40], [-15.63, -4.26, 14.11], [-14.65, -5.41, 13.03], [-15.16, -3.78, 12.41], [-11.82, -5.36, 12.59], [-10.51, -4.53, 13.30], [-11.23, -3.86, 11.87]],
  "lowdin_charge": [0.605, -0.024, -0.466, -0.004, -0.261, -0.068, -0.117, -0.144, -0.070, -0.236, 0.077, -0.447, -0.330, -0.182, -0.032, -0.096, -0.105, -0.116, 0.090, -0.206, -0.027, -0.084, -0.080, -0.152, 0.074, 0.108, 0.111, 0.088, 0.094, 0.125, 0.110, 0.096, 0.100, 0.121, 0.116, 0.091, 0.089, 0.604, -0.675, -0.167, -0.548, 0.644, -0.472, -0.218, -0.628, 0.720, -0.139, 0.100, 0.109, 0.159, -0.153, -0.282, -0.032, 0.100, 0.155, 0.130, 0.100, 0.123, 0.087, 0.112, 0.087, 0.100, -0.318, 1.482, -0.376, -0.350, -0.044, -0.043, -0.048, -0.030, -0.050, -0.028, -0.048, 0.002, -0.014]
}


{
  "formula": "C30H36As2HfN5O9S",
  "method": "ωB97M-V with the def2-TZVPD basis set",
  "homo_energy_ha": -0.6065,
  "de_lowest_kj_mol": 230.4,
  "energy_ev": -191369.4930,
  "orbital_gap_ev": 7.549,
  "charge": 3,
  "species": ["Hf", "O", "C", "N", "C", "C", "C", "C", "C", "C", "N", "C", "C", "C", "C", "C", "N", "H", "H", "H", "H", "H", "H", "H", "H", "H", "H", "C", "O", "C", "O", "C", "C", "As", "C", "C", "C", "As", "C", "C", "O", "O", "C", "C", "O", "O", "C", "C", "O", "O", "C", "H", "H", "H", "H", "H", "H", "H", "H", "H", "H", "H", "H", "H", "H", "H", "H", "H", "H", "S", "C", "N", "C", "C", "C", "N", "H", "H", "H", "H", "H", "H", "H", "H"],
  "xyz": [[0.49, -0.33, 0.35], [1.81, 1.36, 3.81], [1.36, 0.65, 2.95], [1.69, 0.67, 1.62], [2.18, 1.97, 1.17], [1.13, 2.60, 0.27], [1.23, 3.93, -0.14], [0.26, 4.44, -0.99], [-0.79, 3.62, -1.40], [-0.83, 2.32, -0.94], [0.11, 1.81, -0.12], [0.15, -0.21, 3.26], [-0.23, -0.42, 4.57], [-1.55, -0.77, 4.85], [-2.45, -0.82, 3.79], [-1.98, -0.67, 2.50], [-0.70, -0.41, 2.22], [3.13, 1.89, 0.63], [2.36, 2.60, 2.04], [2.05, 4.54, 0.20], [0.31, 5.47, -1.32], [-1.56, 3.99, -2.06], [-1.62, 1.64, -1.23], [0.50, -0.28, 5.35], [-1.87, -0.94, 5.86], [-3.50, -0.99, 3.96], [-2.67, -0.72, 1.66], [4.24, -0.06, -0.68], [3.09, -0.79, -0.20], [3.30, -1.44, 1.02], [4.26, -1.26, 1.69], [2.22, -2.43, 1.25], [2.09, -3.05, 2.42], [0.97, -4.60, 2.81], [0.51, -4.22, 4.70], [-0.54, -3.84, 1.81], [-0.42, -3.20, 0.64], [1.25, -2.93, -0.39], [1.79, -4.85, -0.60], [-1.51, -2.48, -0.03], [-1.29, -1.27, -0.34], [-2.57, -3.12, -0.31], [-3.70, -2.49, -0.91], [-1.89, -4.14, 2.40], [-2.81, -3.36, 2.41], [-1.84, -5.36, 2.88], [-3.03, -5.98, 3.40], [2.88, -2.67, 3.64], [2.69, -1.62, 4.20], [3.64, -3.68, 3.98], [4.56, -3.53, 5.08], [3.88, 0.78, -1.26], [4.84, -0.73, -1.30], [4.84, 0.27, 0.17], [1.19, -4.82, 5.31], [-0.50, -4.55, 4.93], [0.63, -3.17, 4.97], [1.85, -5.42, 0.34], [2.76, -4.89, -1.11], [1.05, -5.31, -1.26], [-4.50, -2.50, -0.16], [-4.00, -3.09, -1.76], [-3.47, -1.47, -1.22], [-2.72, -6.59, 4.24], [-3.46, -6.61, 2.62], [-3.75, -5.22, 3.71], [4.46, -4.41, 5.71], [4.34, -2.62, 5.64], [5.57, -3.48, 4.66], [0.61, -0.20, -2.31], [1.89, 0.32, -3.35], [2.61, -0.59, -3.98], [3.53, -0.27, -5.06], [3.10, 1.05, -5.69], [2.99, 2.11, -4.59], [2.10, 1.62, -3.54], [2.37, -1.56, -3.82], [3.50, -1.07, -5.79], [4.54, -0.19, -4.66], [2.14, 0.93, -6.18], [3.84, 1.36, -6.43], [2.57, 3.04, -4.99], [3.97, 2.33, -4.17], [1.47, 2.27, -3.10]],
  "lowdin_charge": [1.545, 0.160, -0.466, -0.137, -0.096, -0.217, 0.027, 0.004, -0.012, -0.134, -0.075, -0.170, 0.035, 0.025, -0.002, -0.087, -0.005, 0.124, 0.150, 0.139, 0.133, 0.128, 0.116, 0.141, 0.136, 0.133, 0.125, -0.013, -0.253, -0.535, 0.199, -0.348, -0.258, 1.410, -0.207, -0.243, -0.320, 1.280, -0.209, -0.517, -0.188, 0.063, 0.050, -0.524, 0.132, -0.064, 0.022, -0.586, 0.152, -0.023, 0.026, 0.085, 0.114, 0.109, 0.051, 0.040, 0.027, 0.003, 0.047, 0.049, 0.121, 0.121, 0.104, 0.110, 0.113, 0.103, 0.108, 0.104, 0.112, 0.665, -0.732, 0.045, -0.135, -0.133, -0.135, 0.049, 0.142, 0.140, 0.134, 0.134, 0.136, 0.138, 0.133, 0.129]
}


{
  "formula": "C7H14",
  "method": "ωB97M-V with the def2-TZVPD basis set",
  "homo_energy_ha": -0.3014,
  "de_lowest_kj_mol": 428.5,
  "energy_ev": -7481.8536,
  "orbital_gap_ev": 8.969,
  "charge": 0,
  "species": ["C", "C", "C", "C", "C", "C", "C", "H", "H", "H", "H", "H", "H", "H", "H", "H", "H", "H", "H", "H", "H"],
  "xyz": [[2.35, -1.00, 1.17], [0.73, -0.31, -1.32], [-0.08, 0.60, -0.57], [0.41, 2.02, -0.38], [-1.39, 0.39, -1.41], [-1.41, 0.22, 0.07], [-1.67, -1.13, 0.69], [2.42, -2.09, 1.19], [3.20, -0.56, 1.70], [1.41, -0.69, 1.65], [2.36, -0.66, 0.13], [0.33, -1.33, -1.18], [1.03, 2.31, -1.24], [1.04, 2.06, 0.52], [-0.41, 2.73, -0.26], [-1.75, 1.31, -1.87], [-1.50, -0.49, -2.04], [-1.85, 1.05, 0.61], [-1.31, -1.16, 1.72], [-1.18, -1.94, 0.14], [-2.75, -1.34, 0.70]],
  "lowdin_charge": [-0.039, 0.130, -0.567, -0.053, -0.033, -0.282, -0.061, 0.026, 0.023, 0.017, -0.011, 0.013, 0.082, 0.081, 0.080, 0.118, 0.112, 0.138, 0.077, 0.071, 0.079]
}


{
  "formula": "C3H4",
  "method": "ωB97M-V with the def2-TZVPD basis set",
  "homo_energy_ha": [-0.2783, -0.2784],
  "de_lowest_kj_mol": 425.5,
  "energy_ev": -3169.4398,
  "orbital_gap_ev": [8.509, 8.510],
  "charge": 0,
  "species": ["C", "C", "C", "H", "H", "H", "H"],
  "xyz": [[0.67, 0.80, 0.10], [-0.04, 0.18, 1.03], [0.15, -0.49, -0.26], [1.36, 1.53, -0.34], [-0.48, 0.32, 1.96], [-1.64, -0.56, -0.97], [0.45, -1.30, -0.84]],
  "lowdin_charge": [-0.053, -0.032, -0.177, 0.111, 0.078, 0.052, 0.021]
}


{
  "formula": "C33H31ClMoN9O4S",
  "method": "ωB97M-V with the def2-TZVPD basis set",
  "homo_energy_ha": [-0.3880, -0.3906],
  "energy_ev": -81534.6455,
  "orbital_gap_ev": [7.510, 7.182],
  "multiplicity": 3,
  "charge": 1,
  "species": ["Mo", "C", "C", "C", "C", "C", "C", "C", "S", "O", "O", "N", "C", "C", "O", "O", "H", "H", "H", "H", "H", "H", "H", "H", "H", "C", "C", "N", "C", "C", "N", "C", "N", "N", "N", "C", "C", "C", "C", "C", "C", "H", "H", "H", "H", "H", "H", "H", "H", "H", "H", "H", "N", "C", "C", "C", "C", "C", "C", "N", "C", "C", "C", "C", "N", "C", "C", "H", "H", "H", "H", "H", "H", "H", "H", "H", "Cl", "C", "H", "H"],
  "xyz": [[-0.11, -1.49, -1.11], [2.29, 6.14, -2.57], [2.12, 4.77, -1.98], [0.91, 4.08, -2.11], [0.74, 2.82, -1.57], [1.80, 2.23, -0.89], [3.02, 2.89, -0.75], [3.16, 4.16, -1.29], [1.67, 0.58, -0.32], [0.29, 0.36, 0.22], [2.76, 0.31, 0.55], [1.56, -0.39, -1.58], [2.72, -1.02, -2.18], [2.35, -2.47, -2.45], [3.09, -3.25, -2.97], [1.11, -2.79, -2.05], [1.36, 6.51, -2.99], [3.04, 6.12, -3.36], [2.63, 6.84, -1.81], [0.09, 4.55, -2.64], [-0.20, 2.30, -1.68], [3.83, 2.42, -0.21], [4.10, 4.68, -1.17], [3.59, -1.00, -1.51], [3.00, -0.54, -3.12], [-2.80, 0.84, -0.18], [-2.30, 0.83, -1.59], [-1.34, 0.07, -2.09], [-1.19, 0.43, -3.42], [-2.06, 1.42, -3.71], [-2.76, 1.67, -2.54], [-3.85, 2.63, -2.44], [-3.41, 3.93, -2.84], [-3.56, 4.33, -4.13], [-3.02, 5.46, -4.29], [-2.47, 5.86, -3.09], [-1.78, 7.03, -2.75], [-1.38, 7.16, -1.44], [-1.65, 6.16, -0.48], [-2.31, 5.00, -0.81], [-2.72, 4.88, -2.14], [-2.18, 0.20, 0.44], [-3.83, 0.47, -0.13], [-2.76, 1.84, 0.24], [-0.44, -0.03, -4.04], [-2.25, 1.97, -4.61], [-4.20, 2.66, -1.41], [-4.66, 2.33, -3.10], [-1.60, 7.80, -3.49], [-0.86, 8.06, -1.12], [-1.32, 6.31, 0.54], [-2.51, 4.24, -0.06], [0.71, -4.86, 5.29], [0.91, -5.98, 6.06], [0.87, -6.20, 7.44], [1.12, -7.48, 7.86], [1.41, -8.52, 6.95], [1.44, -8.30, 5.60], [1.19, -7.01, 5.14], [1.16, -6.51, 3.85], [0.87, -5.25, 3.98], [0.74, -4.34, 2.84], [0.46, -2.98, 2.97], [0.34, -2.20, 1.84], [0.48, -2.70, 0.60], [0.76, -4.01, 0.47], [0.89, -4.85, 1.55], [0.47, -3.94, 5.63], [0.66, -5.40, 8.14], [1.11, -7.70, 8.92], [1.60, -9.52, 7.34], [1.66, -9.10, 4.89], [0.35, -2.50, 3.94], [0.14, -1.14, 1.92], [0.90, -4.37, -0.54], [1.11, -5.90, 1.41], [-2.44, -2.57, -0.61], [-1.45, -2.77, -2.11], [-2.03, -2.41, -2.96], [-1.14, -3.81, -2.20]],
  "lowdin_charge": [1.534, -0.030, -0.241, -0.015, -0.038, -0.281, -0.033, -0.015, 0.636, -0.427, -0.253, -0.340, -0.129, -0.563, 0.125, -0.263, 0.068, 0.092, 0.091, 0.105, 0.086, 0.118, 0.126, 0.131, 0.134, -0.011, -0.346, -0.069, -0.098, -0.020, 0.007, -0.050, -0.064, 0.063, 0.091, -0.231, -0.008, -0.076, -0.067, -0.015, -0.181, 0.045, 0.098, 0.082, 0.122, 0.127, 0.138, 0.150, 0.122, 0.110, 0.112, 0.101, 0.171, -0.186, -0.017, -0.079, -0.079, -0.006, -0.217, 0.190, -0.284, -0.103, 0.021, -0.108, -0.097, -0.080, 0.034, 0.153, 0.111, 0.106, 0.105, 0.116, 0.116, 0.100, 0.116, 0.126, 0.582, -0.585, 0.020, 0.026]
}